Entry 1:
Molecular formula: C16H46N4O7
Method: DFT, ωB97M-V with the def2-TZVPD basis set

```
73
Properties=species:S:1:pos:R:3:forces:R:3:lowdin_charge:R:1
C 0.945 3.255 0.606 -0.9 0.6 0.2 -0.040
C 0.955 4.302 -0.512 0.2 -0.9 0.5 -0.478
C 1.546 5.589 -0.036 -0.1 0.7 0.2 -0.053
O 1.744 3.753 -1.554 0.5 -0.3 -1.1 -0.070
H 0.572 2.309 0.213 0.1 -0.1 0.2 0.065
H 0.302 3.594 1.418 -0.3 -0.1 0.0 0.084
H 1.918 3.143 1.084 0.3 -0.1 -0.3 0.074
H -0.012 4.427 -0.999 -0.2 0.0 0.4 0.150
H 2.585 5.403 0.237 0.2 0.1 0.1 0.080
H 1.038 5.956 0.856 0.0 0.0 0.0 0.090
H 1.507 6.387 -0.777 0.1 -0.1 -0.1 0.088
H 2.668 3.869 -1.322 0.1 0.2 0.0 0.072
C -0.667 -7.238 0.801 0.0 -0.3 -0.2 -0.064
C -0.066 -6.573 2.028 0.1 1.7 0.1 -0.495
C -0.659 -5.118 2.124 0.2 -1.1 -0.2 -0.051
O -0.211 -7.266 3.233 -0.8 -1.1 0.4 -0.041
H -0.311 -8.245 0.582 0.1 -0.1 0.4 0.078
H -0.326 -6.648 -0.049 -0.1 0.1 -0.1 0.076
H -1.756 -7.271 0.756 0.0 0.1 0.3 0.081
H 1.007 -6.523 1.839 0.3 0.3 -0.2 0.127
H -0.327 -4.656 1.195 -0.4 0.5 0.1 0.061
H -0.419 -4.494 2.985 0.8 -0.3 0.0 0.065
H -1.742 -5.192 2.219 -0.1 -0.1 -0.6 0.081
H 0.303 -6.834 3.919 0.0 0.1 -0.1 0.090
C -3.404 0.750 -0.842 -0.1 0.0 0.3 -0.047
C -3.776 1.896 -1.788 -0.3 -1.0 -0.2 -0.528
C -4.797 2.833 -1.258 -0.7 0.4 0.6 -0.068
O -2.661 2.643 -2.206 0.2 0.3 0.1 -0.041
H -3.056 1.129 0.119 0.8 0.1 -0.1 0.077
H -2.728 0.068 -1.358 0.6 0.2 0.3 0.062
H -4.193 0.075 -0.511 -0.7 0.3 -0.5 0.081
H -4.236 1.408 -2.647 0.0 -0.1 -0.5 0.128
H -4.408 3.460 -0.455 0.1 -0.1 0.1 0.084
H -5.626 2.241 -0.871 -0.2 0.1 0.1 0.083
H -5.184 3.507 -2.022 0.1 -0.1 -0.1 0.081
H -1.879 2.086 -2.195 0.4 -0.1 -0.1 0.031
C 1.395 -0.157 -3.238 0.5 -1.0 -0.1 -0.054
C 0.320 0.889 -3.540 3.4 -1.6 -0.4 -0.529
C -0.831 0.353 -4.291 -0.4 0.6 -0.6 -0.029
O -0.008 1.461 -2.343 -1.7 0.9 1.5 -0.054
H 1.889 -0.599 -4.104 0.0 0.4 -0.4 0.085
H 1.065 -1.042 -2.695 -0.3 0.2 0.3 0.071
H 2.168 0.343 -2.654 0.1 -0.1 -0.1 0.050
H 0.921 1.581 -4.130 -0.5 0.6 -0.5 0.143
H -1.216 1.253 -4.771 -1.0 -0.4 -0.2 0.093
H -1.549 -0.156 -3.648 -0.1 0.2 0.0 0.088
H -0.478 -0.339 -5.056 -0.1 0.1 0.0 0.090
H 0.744 1.936 -1.982 0.2 0.4 0.0 0.058
C 0.140 -0.859 -0.125 0.0 0.4 0.4 -0.066
C 0.824 -1.663 0.997 1.2 -0.4 -1.6 -0.288
O 1.437 -0.908 1.996 -1.2 1.2 1.7 -0.105
H 0.756 -0.161 -0.691 0.7 -0.3 0.4 0.024
H -0.614 -0.172 0.257 -0.4 -0.4 0.2 0.056
H -0.290 -1.494 -0.900 -0.3 -0.2 0.3 0.078
H 1.697 -2.187 0.607 -0.4 -0.7 -0.8 0.114
H 0.176 -2.419 1.441 -0.2 0.3 0.1 0.088
H 2.334 -0.662 1.758 0.5 -0.1 -0.3 0.039
C 4.117 0.681 0.580 -0.7 1.9 -1.0 -0.797
O 4.042 -0.371 1.095 0.3 -4.4 2.5 0.094
N 4.678 1.772 1.000 3.1 3.3 3.1 0.178
N 3.496 0.997 -0.520 -2.2 -0.5 -3.9 0.181
H 4.601 2.617 0.453 0.4 -0.3 0.6 0.107
H 5.183 1.796 1.873 -0.1 0.1 -0.2 0.130
H 3.593 1.937 -0.875 -0.5 -0.8 -0.6 0.094
H 3.127 0.216 -1.043 -0.1 0.6 -0.3 0.100
C -1.460 -0.236 3.964 -3.9 -1.0 1.3 -0.877
O -2.576 -0.168 4.374 -4.1 1.3 2.1 0.038
N -1.003 0.549 3.085 3.1 4.4 -4.8 0.195
N -0.753 -1.252 4.269 4.6 -4.0 0.7 0.186
H -0.143 0.321 2.607 0.2 0.2 0.1 0.074
H -1.548 1.297 2.680 -0.2 -0.4 0.4 0.122
H -0.958 -1.851 5.056 -0.1 0.3 -0.5 0.128
H 0.078 -1.331 3.701 0.5 -0.7 0.7 0.082
```
Positions in Å, forces in eV/Å.

Values from the calculation:
Strongest force on any atom   7.16 eV/A
LUMO   -0.2 eV
Structure (SMILES)   NC(N)=O.NC(N)=O.CC(C)O.CC(C)O.CC(C)O.CC(C)O.CCO
Calculated total energy   -37630.3965 eV
Frontier orbital gap   8.61 eV
HOMO   -8.81 eV

***

Entry 2:
Molecular formula: C3H8N2OS
Method: DFT, ωB97M-V with the def2-TZVPD basis set

```
15
Properties=species:S:1:pos:R:3:forces:R:3:lowdin_charge:R:1
C -0.649 1.893 0.118 -0.9 2.2 -0.3 -0.111
C -0.060 -0.374 0.188 1.8 -1.1 -1.1 -0.491
C 2.229 -0.909 -0.237 -1.1 0.7 0.9 -0.109
H -1.776 1.671 0.040 1.9 0.4 -0.1 0.065
H -0.370 2.122 1.145 -0.3 -0.2 0.3 0.083
H -0.362 2.867 -0.428 -0.6 -1.7 0.4 0.116
H -1.205 -1.519 1.158 0.0 -2.1 1.3 0.029
H -2.349 -1.581 -1.250 -0.1 0.4 0.5 -0.121
H 2.969 -1.289 0.494 -0.4 0.0 -0.6 0.080
H 2.401 -1.223 -1.252 0.3 -0.6 -0.3 0.067
H 2.259 0.178 -0.277 0.5 0.1 0.2 0.061
N -1.355 -0.665 0.732 0.6 1.8 -1.5 -0.349
N 0.856 -1.296 0.177 -1.3 1.3 0.3 0.038
O 0.193 0.864 -0.352 -1.1 -1.1 0.3 -0.100
S -2.781 -0.737 -0.255 0.9 -0.2 -0.3 0.743
```
Positions in Å, forces in eV/Å.

Values from the calculation:
Strongest force on any atom   2.48 eV/A
LUMO   0.7 eV
Structure (SMILES)   C/N=C(/NS)OC
Calculated total energy   -19102.0644 eV
Frontier orbital gap   10.13 eV
HOMO   -9.42 eV

***

Entry 3:
Molecular formula: C14H21Cl2NO4Re
Method: DFT, ωB97M-V with the def2-TZVPD basis set

```
43
Properties=species:S:1:pos:R:3:forces:R:3:lowdin_charge:R:1
C 1.986 0.462 -1.003 0.5 0.2 -1.3 -0.483
C 0.983 1.522 -1.113 -0.2 0.2 -1.5 -0.375
C -0.267 0.932 -1.452 1.4 0.5 -1.2 -0.340
C 1.320 2.966 -0.995 -0.2 0.1 0.2 -0.086
C -0.073 -0.494 -1.589 0.1 -0.7 -0.8 -0.410
C 1.378 -0.774 -1.560 0.8 0.8 -3.6 -0.392
C 2.042 -1.742 -2.291 -0.1 0.2 1.0 0.016
C 3.443 0.648 -0.787 0.4 -0.2 0.0 -0.095
C -1.529 1.630 -1.791 -0.3 0.0 0.5 -0.062
C -1.071 -1.493 -2.066 -0.4 -0.1 -0.1 -0.056
Re 0.588 -0.044 0.316 -2.8 -0.5 6.1 1.398
Cl -0.971 2.586 1.376 -0.5 0.6 0.1 -0.326
Cl 1.803 0.869 2.140 0.4 0.2 0.4 -0.005
O 0.683 -1.860 1.131 -0.2 -0.3 1.2 -0.439
H 2.050 3.136 -0.197 -0.2 0.0 0.0 0.065
H 0.417 3.533 -0.777 0.1 0.1 0.1 0.023
H 1.757 3.323 -1.935 0.0 -0.1 0.0 0.076
H -1.558 2.571 -1.260 -0.2 0.3 0.1 0.020
H -2.378 1.032 -1.463 0.0 0.1 0.0 0.053
H -1.609 1.805 -2.866 0.2 -0.1 -0.2 0.079
H -2.013 -1.396 -1.499 0.4 -0.1 -0.3 0.058
H -0.667 -2.511 -1.932 -0.2 0.3 0.0 0.075
H -1.292 -1.334 -3.138 0.1 -0.2 0.2 0.076
H 1.445 -2.471 -2.821 0.3 -0.3 0.0 0.014
H 3.475 -2.411 0.331 -0.2 0.3 0.1 0.029
H 3.132 -1.701 -2.313 -0.3 -0.4 -0.1 0.029
H 3.638 1.556 -0.196 0.0 -0.3 -0.2 0.060
H 3.957 0.705 -1.760 0.1 0.1 0.1 0.070
H 3.794 -0.242 -0.224 0.0 0.9 -0.4 0.050
H 0.394 -1.647 2.075 0.6 -0.7 -0.9 -0.025
O 3.148 -1.632 0.807 0.7 -1.4 0.4 -0.199
H 2.185 -1.863 1.023 0.3 0.0 0.1 -0.047
O -0.391 -1.082 3.480 -1.2 0.3 -0.2 -0.041
C -1.407 -0.707 2.875 0.7 -0.1 -0.1 -0.501
C -2.793 -0.584 3.522 0.4 -0.1 0.6 -0.114
C -3.712 -0.395 2.346 -0.2 0.0 -0.2 -0.120
C -2.758 -0.338 1.144 -0.1 0.4 -1.1 -0.487
O -3.199 -0.255 -0.018 0.6 -0.2 1.6 -0.038
N -1.443 -0.403 1.539 -1.1 -0.2 0.2 0.005
H -3.012 -1.490 4.109 0.2 0.3 -0.1 0.107
H -2.789 0.289 4.198 0.1 -0.4 -0.2 0.118
H -4.407 -1.238 2.227 0.1 0.3 -0.1 0.106
H -4.279 0.543 2.405 0.1 -0.3 -0.2 0.113
```
Positions in Å, forces in eV/Å.

Values from the calculation:
Strongest force on any atom   6.70 eV/A
Multiplicity   4
LUMO (spin up / spin down)   5.6 / 5.5 eV
<S²>   3.791
Net charge   -2
Calculated total energy   -51714.8181 eV
Frontier orbital gap (spin up / spin down)   6.20 / 5.62 eV
HOMO (spin up / spin down)   -0.65 / -0.12 eV

***

- Which value of calculated total energy does entry 1 give?
  -37630.3965 eV

***

- Among the records above, which one has the highest strongest force on any atom?
  C16H46N4O7

***

- Which of these has the lowest strongest force on any atom?
  C3H8N2OS